Molecular formula: C4H12O3
Method: DFT, ωB97M-V with the def2-TZVPD basis set

Summary:
- lowest unoccupied orbital energy (eV) = 0.755
- charge = 0
- structure (SMILES) = OCCCCO.O
- frontier orbital gap (eV) = 10.79
- calculated total energy (a.u.) = -385.2915
- E_HOMO (Eh) = -0.3687

Element x y z (Å)
C -1.016 -0.239 1.090
O -1.139 0.425 2.334
C 0.476 -0.602 0.864
C 0.870 -0.651 -0.631
C -0.175 -1.229 -1.565
O -0.510 -2.575 -1.251
H -1.630 -1.143 1.087
H -1.375 0.399 0.289
H -1.955 0.146 2.769
H 0.684 -1.575 1.297
H 0.971 0.196 1.418
H 1.778 -1.258 -0.728
H 1.079 0.371 -0.967
H 0.256 -1.275 -2.570
H -1.088 -0.636 -1.606
H -0.434 -2.701 -0.300
H 1.293 4.934 -0.702
H 2.264 3.791 -0.595
O 1.325 3.972 -0.733

The net atomic charges from Löwdin, expressed in e, are: atom 1 (C): -0.2733, atom 2 (O): -0.0694, atom 3 (C): -0.1657, atom 4 (C): -0.1841, atom 5 (C): -0.2783, atom 6 (O): -0.0684, atom 7 (H): 0.1161, atom 8 (H): 0.1082, atom 9 (H): 0.0875, atom 10 (H): 0.1025, atom 11 (H): 0.1110, atom 12 (H): 0.1142, atom 13 (H): 0.1137, atom 14 (H): 0.1182, atom 15 (H): 0.1042, atom 16 (H): 0.0646, atom 17 (H): 0.0316, atom 18 (H): 0.0335, atom 19 (O): -0.0661



Molecular formula: C2HBrI2
Method: DFT, ωB97M-V with the def2-TZVPD basis set

Summary:
- lowest unoccupied orbital energy (alpha / beta) (eV) = -1.744 / -1.056
- charge = 0
- frontier orbital gap (alpha / beta) (eV) = 6.12 / 7.55
- calculated total energy (a.u.) = -3245.9612
- E_HOMO (alpha / beta) (Eh) = -0.2889 / -0.3162

Element x y z (Å)
C -1.337 -0.079 0.457
C 0.898 0.464 -0.170
Br -1.492 -1.870 0.238
I 1.844 2.262 0.060
I 2.002 -1.265 -0.304
H -1.915 0.487 -0.280

The net atomic charges from Löwdin, expressed in e, are: atom 1 (C): -0.5709, atom 2 (C): -1.3684, atom 3 (Br): 0.5785, atom 4 (I): 0.7167, atom 5 (I): 0.6983, atom 6 (H): -0.0541



Molecular formula: C90H104F4N16O26S4
Method: DFT, ωB97M-V with the def2-TZVPD basis set

Summary:
- lowest unoccupied orbital energy (eV) = -10.240
- charge = +6
- frontier orbital gap (eV) = 5.79
- calculated total energy (a.u.) = -8314.5045
- E_HOMO (Eh) = -0.5892

Element x y z (Å)
C -1.915 -10.156 -1.366
N -3.043 -9.234 -1.190
C -4.276 -9.712 -0.823
C -5.376 -8.891 -0.643
C -5.172 -7.482 -0.831
C -3.841 -6.972 -0.954
C -2.824 -7.882 -1.299
C -6.337 -6.524 -0.589
C -6.368 -5.217 -0.092
C -7.513 -4.686 0.380
N -8.644 -5.348 0.252
C -8.720 -6.487 -0.516
C -7.547 -7.107 -0.872
C -9.828 -4.862 0.904
H -1.937 -10.769 -0.429
H -0.953 -9.642 -1.412
H -1.973 -10.865 -2.240
H -4.250 -10.817 -0.632
H -6.331 -9.379 -0.407
H -3.626 -5.902 -0.995
H -1.843 -7.633 -1.691
H -5.446 -4.717 0.018
H -7.465 -3.750 0.945
H -9.752 -6.820 -0.717
H -7.669 -8.048 -1.417
H -9.478 -4.122 1.641
H -10.246 -5.758 1.400
H -10.501 -4.406 0.197
C -3.498 8.634 0.404
N -3.931 9.006 1.768
C -3.442 8.239 2.743
C -3.578 8.677 4.034
C -4.301 9.771 4.351
C -4.977 10.476 3.341
C -4.752 10.063 2.047
C -4.600 10.075 5.800
C -5.034 8.989 6.605
C -5.571 9.339 7.786
N -5.686 10.591 8.215
C -5.186 11.597 7.497
C -4.658 11.392 6.236
C -6.428 10.930 9.415
H -2.497 8.163 0.490
H -3.578 9.559 -0.107
H -4.209 7.964 -0.096
H -2.913 7.361 2.400
H -3.071 8.124 4.805
H -5.609 11.348 3.580
H -5.068 10.679 1.238
H -5.061 7.927 6.283
H -5.920 8.662 8.503
H -5.217 12.513 8.142
H -4.105 12.211 5.677
H -7.022 11.795 9.209
H -5.677 11.195 10.116
H -7.050 10.117 9.768
C 3.574 9.230 -0.114
N 4.443 8.023 -0.054
C 4.865 7.520 -1.176
C 5.669 6.292 -1.226
C 5.773 5.666 0.007
C 5.306 6.182 1.213
C 4.591 7.329 1.097
C 6.413 4.363 0.142
C 5.772 3.288 -0.310
C 6.079 2.012 0.203
N 7.084 1.832 1.043
C 7.835 2.885 1.429
C 7.469 4.149 1.020
C 7.440 0.437 1.345
H 3.770 9.873 0.785
H 2.523 8.981 0.043
H 3.644 9.678 -1.137
H 4.679 8.074 -2.106
H 6.178 6.061 -2.142
H 5.327 5.643 2.170
H 4.311 7.895 1.993
H 4.954 3.357 -1.027
H 5.594 1.059 -0.035
H 8.665 2.623 2.017
H 7.952 5.058 1.404
H 7.745 0.394 2.369
H 8.214 -0.119 0.718
H 6.500 -0.144 1.196
C -5.635 0.301 -2.718
N -4.851 1.439 -3.272
C -5.153 1.870 -4.559
C -4.451 2.900 -5.136
C -3.463 3.485 -4.368
C -3.192 3.041 -3.077
C -3.883 1.956 -2.540
C -2.744 4.630 -4.926
C -1.337 4.815 -4.843
C -0.803 5.935 -5.399
N -1.545 7.000 -5.839
C -2.870 6.795 -6.015
C -3.459 5.595 -5.603
C -0.780 8.173 -6.118
H -6.161 0.551 -1.834
H -4.958 -0.528 -2.476
H -6.365 0.066 -3.483
H -5.899 1.281 -5.038
H -4.607 3.221 -6.097
H -2.589 3.542 -2.352
H -3.867 1.764 -1.427
H -0.586 4.162 -4.430
H 0.237 6.145 -5.460
H -3.409 7.707 -6.361
H -4.547 5.625 -5.674
H 0.115 7.908 -6.703
H -0.513 8.723 -5.230
H -1.416 8.803 -6.759
C 3.174 -5.358 2.156
N 3.456 -6.593 2.850
C 4.542 -7.303 2.522
C 4.942 -8.321 3.365
C 4.166 -8.667 4.464
C 2.968 -8.013 4.677
C 2.653 -6.932 3.864
C 4.523 -9.747 5.393
C 3.508 -10.598 5.871
C 3.837 -11.670 6.665
N 5.094 -11.909 6.977
C 6.069 -11.045 6.619
C 5.844 -9.988 5.805
C 5.504 -13.092 7.774
H 3.438 -4.567 2.804
H 2.159 -5.309 1.840
H 3.858 -5.323 1.328
H 5.052 -6.956 1.638
H 5.803 -8.899 3.098
H 2.188 -8.237 5.421
H 1.760 -6.334 3.948
H 2.473 -10.433 5.526
H 3.094 -12.450 6.869
H 7.047 -11.278 7.055
H 6.664 -9.401 5.387
H 4.745 -13.889 7.850
H 5.714 -12.701 8.725
H 6.484 -13.367 7.473
C 3.055 -4.234 -10.125
N 3.082 -3.759 -8.795
C 4.203 -3.235 -8.312
C 4.278 -2.611 -7.056
C 3.144 -2.532 -6.282
C 2.032 -3.234 -6.741
C 1.998 -3.834 -7.960
C 3.173 -1.661 -5.094
C 3.905 -2.033 -3.969
C 3.911 -1.106 -2.937
N 3.182 0.032 -2.971
C 2.662 0.412 -4.124
C 2.593 -0.397 -5.211
C 2.937 0.820 -1.729
H 2.275 -4.955 -10.372
H 3.984 -4.752 -10.419
H 2.841 -3.391 -10.825
H 5.056 -3.328 -8.958
H 5.244 -2.247 -6.771
H 1.054 -3.071 -6.247
H 1.121 -4.383 -8.295
H 4.439 -2.946 -3.807
H 4.511 -1.236 -2.012
H 2.159 1.440 -4.171
H 2.184 0.012 -6.087
H 3.553 0.317 -0.998
H 1.876 0.604 -1.433
H 3.105 1.904 -1.916
C 1.982 4.472 0.211
N 1.281 3.197 0.629
C -0.022 3.057 0.286
C -0.667 1.880 0.520
C -0.041 0.823 1.117
C 1.231 1.109 1.721
C 1.876 2.270 1.407
C -0.652 -0.545 1.056
C 0.197 -1.577 0.688
C -0.351 -2.808 0.470
N -1.570 -3.051 0.825
C -2.372 -2.121 1.420
C -1.961 -0.862 1.439
C -2.281 -4.331 0.485
H 2.717 4.737 0.935
H 1.207 5.268 0.184
H 2.418 4.301 -0.819
H -0.590 3.898 -0.219
H -1.712 1.828 0.188
H 1.750 0.313 2.198
H 2.873 2.523 1.618
H 1.164 -1.392 0.260
H 0.167 -3.630 -0.060
H -3.302 -2.517 1.731
H -2.659 -0.169 1.843
H -3.236 -4.058 -0.003
H -2.445 -4.900 1.392
H -1.742 -4.905 -0.212
N -0.657 -3.810 -2.677
S -1.474 -4.883 -3.423
O -2.624 -5.198 -2.612
O -0.598 -5.875 -4.043
F -2.151 -4.144 -4.765
S 0.622 -3.076 -3.430
O 1.315 -2.183 -2.577
O 0.288 -2.529 -4.687
F 1.589 -4.336 -3.644
N 1.188 -7.712 1.197
S 0.004 -8.394 2.013
O -0.574 -9.502 1.311
O -0.894 -7.512 2.679
F 0.915 -8.994 3.134
S 0.998 -7.053 -0.251
O 0.134 -5.894 -0.240
O 0.849 -8.039 -1.235
F 2.424 -6.411 -0.519
O 5.945 2.874 3.935
C 5.008 2.285 3.058
O 4.773 1.043 3.062
O 4.420 3.042 2.244
H 6.363 2.287 4.566
O -3.771 5.125 1.143
C -3.266 4.630 -0.119
O -3.136 3.375 -0.232
O -2.977 5.525 -0.929
H -3.832 4.371 1.737
O 3.585 -0.899 2.000
C 3.891 -1.418 0.747
O 4.996 -1.091 0.268
O 3.037 -2.221 0.227
H 4.254 -0.233 2.247
O 3.684 6.157 -3.816
C 2.951 5.024 -3.550
O 3.300 4.336 -2.592
O 1.969 4.841 -4.258
H 3.340 6.456 -4.678
O -5.213 -0.558 0.523
C -5.090 -1.926 0.221
O -4.441 -2.195 -0.760
O -5.748 -2.729 0.949
H -5.777 -0.637 1.321
O 1.128 8.087 1.954
C -0.296 7.918 2.010
O -0.844 8.748 2.796
O -0.687 7.012 1.280
H 1.381 8.539 2.753

Löwdin atomic charge list, values in e, 99 entries: atom 1 (C): 0.0052, atom 2 (N): -0.0704, atom 3 (C): 0.0153, atom 4 (C): 0.0400, atom 5 (C): -0.0574, atom 6 (C): 0.0615, atom 7 (C): 0.0567, atom 8 (C): -0.0870, atom 9 (C): 0.0665, atom 10 (C): 0.0005, atom 11 (N): -0.0999, atom 12 (C): 0.0459, atom 13 (C): 0.0027, atom 14 (C): 0.0284, atom 15 (H): 0.1092, atom 16 (H): 0.0741, atom 17 (H): 0.1326, atom 18 (H): 0.1692, atom 19 (H): 0.1356, atom 20 (H): 0.0762, atom 21 (H): 0.1291, atom 22 (H): 0.0923, atom 23 (H): 0.1379, atom 24 (H): 0.1660, atom 25 (H): 0.1392, atom 26 (H): 0.1179, atom 27 (H): 0.1267, atom 28 (H): 0.1135, atom 29 (C): 0.0494, atom 30 (N): -0.0441, atom 31 (C): 0.0087, atom 32 (C): 0.0174, atom 33 (C): -0.1448, atom 34 (C): 0.0439, atom 35 (C): 0.0267, atom 36 (C): -0.1032, atom 37 (C): 0.0634, atom 38 (C): -0.0079, atom 39 (N): -0.0943, atom 40 (C): 0.0194, atom 41 (C): 0.0520, atom 42 (C): 0.0481, atom 43 (H): 0.0945, atom 44 (H): 0.0853, atom 45 (H): 0.1101, atom 46 (H): 0.1272, atom 47 (H): 0.1418, atom 48 (H): 0.1443, atom 49 (H): 0.1386, atom 50 (H): 0.1577, atom 51 (H): 0.1388, atom 52 (H): 0.1778, atom 53 (H): 0.1747, atom 54 (H): 0.1107, atom 55 (H): 0.1115, atom 56 (H): 0.1195, atom 57 (C): 0.0385, atom 58 (N): -0.0743, atom 59 (C): 0.0213, atom 60 (C): 0.1107, atom 61 (C): -0.1492, atom 62 (C): 0.0497, atom 63 (C): -0.0027, atom 64 (C): -0.1846, atom 65 (C): 0.0454, atom 66 (C): 0.0219, atom 67 (N): -0.0665, atom 68 (C): 0.0282, atom 69 (C): 0.0570, atom 70 (C): 0.0197, atom 71 (H): 0.1264, atom 72 (H): 0.0846, atom 73 (H): 0.1171, atom 74 (H): 0.1458, atom 75 (H): 0.1363, atom 76 (H): 0.1522, atom 77 (H): 0.1551, atom 78 (H): 0.1149, atom 79 (H): 0.1247, atom 80 (H): 0.1394, atom 81 (H): 0.1514, atom 82 (H): 0.0937, atom 83 (H): 0.1388, atom 84 (H): 0.0672, atom 85 (C): 0.0448, atom 86 (N): -0.0598, atom 87 (C): 0.0544, atom 88 (C): 0.0447, atom 89 (C): -0.1282, atom 90 (C): 0.0725, atom 91 (C): 0.0247, atom 92 (C): -0.1095, atom 93 (C): 0.0829, atom 94 (C): 0.0126, atom 95 (N): -0.0905, atom 96 (C): 0.0465, atom 97 (C): 0.0383, atom 98 (C): 0.0139, atom 99 (H): 0.0910



Molecular formula: C26H53N2O5
Method: DFT, ωB97M-V with the def2-TZVPD basis set

Summary:
- lowest unoccupied orbital energy (eV) = -2.360
- charge = +1
- frontier orbital gap (eV) = 10.26
- calculated total energy (a.u.) = -1507.8538
- E_HOMO (Eh) = -0.4638

Element x y z (Å)
C -7.767 -0.138 -0.723
C -6.396 -0.813 -0.871
C -5.938 -0.911 -2.327
C -4.819 -1.926 -2.548
C -3.544 -1.627 -1.758
C -2.893 -0.269 -2.087
C -1.399 -0.338 -2.475
C -0.481 0.586 -1.647
C 0.578 -0.248 -0.941
N 1.302 0.407 0.207
C 1.686 1.839 -0.055
O 0.568 2.602 0.216
C 0.673 3.920 -0.367
C -0.451 4.801 0.161
C -1.244 5.478 -0.954
C 0.552 0.268 1.523
C -0.969 0.353 1.475
C -1.658 1.629 1.866
N -1.558 -0.717 1.167
O 2.465 -0.386 0.476
C 3.593 -0.236 -0.430
C 4.780 0.510 0.187
C 5.467 1.412 -0.843
C 5.768 -0.480 0.814
C 6.807 0.186 1.734
C 8.167 0.397 1.041
C 6.988 -0.639 3.005
H -7.797 0.545 0.127
H -8.557 -0.874 -0.572
H -8.024 0.434 -1.618
H -6.439 -1.824 -0.455
H -5.657 -0.261 -0.281
H -5.631 0.081 -2.679
H -6.795 -1.198 -2.944
H -5.185 -2.912 -2.243
H -4.578 -1.986 -3.614
H -3.792 -1.680 -0.693
H -2.827 -2.434 -1.933
H -3.006 0.403 -1.229
H -3.451 0.206 -2.897
H -1.061 -1.372 -2.365
H -1.279 -0.105 -3.533
H 0.006 1.317 -2.297
H -1.075 1.136 -0.923
H 1.354 -0.550 -1.642
H 0.141 -1.151 -0.524
H 2.523 2.063 0.606
H 1.998 1.917 -1.101
H 0.607 3.815 -1.457
H 1.658 4.331 -0.122
H -1.116 4.182 0.765
H -0.045 5.559 0.832
H -1.824 4.753 -1.528
H -0.584 6.012 -1.640
H -1.938 6.210 -0.542
H 0.830 -0.728 1.855
H 0.974 1.006 2.200
H -2.480 1.393 2.543
H -2.070 2.122 0.982
H -0.988 2.326 2.362
H -2.573 -0.586 1.186
H 3.269 0.192 -1.380
H 3.875 -1.268 -0.645
H 4.416 1.131 1.010
H 4.745 1.955 -1.461
H 6.103 2.151 -0.356
H 6.093 0.827 -1.519
H 5.199 -1.228 1.375
H 6.275 -1.015 0.002
H 6.425 1.175 2.015
H 8.985 0.038 1.667
H 8.226 -0.146 0.095
H 8.363 1.448 0.824
H 7.621 -0.122 3.727
H 6.031 -0.862 3.482
H 7.462 -1.594 2.760
C -1.649 -5.287 1.286
C -2.250 -4.112 2.039
O -3.612 -4.513 2.184
C -3.682 -5.867 2.095
O -4.644 -6.513 2.338
O -2.486 -6.367 1.695
H -0.618 -5.505 1.552
H -1.732 -5.171 0.203
H -1.810 -3.992 3.032
H -2.198 -3.169 1.503

The net atomic charges from Löwdin, expressed in e, are: atom 1 (C): -0.1036, atom 2 (C): -0.2660, atom 3 (C): -0.2316, atom 4 (C): -0.2133, atom 5 (C): -0.2125, atom 6 (C): -0.1805, atom 7 (C): -0.1598, atom 8 (C): -0.1547, atom 9 (C): -0.0842, atom 10 (N): -0.1591, atom 11 (C): -0.1390, atom 12 (O): -0.1355, atom 13 (C): -0.1605, atom 14 (C): -0.2092, atom 15 (C): -0.0945, atom 16 (C): 0.0021, atom 17 (C): -0.3833, atom 18 (C): -0.0205, atom 19 (N): 0.1881, atom 20 (O): -0.0609, atom 21 (C): -0.1249, atom 22 (C): -0.3505, atom 23 (C): -0.0417, atom 24 (C): -0.1613, atom 25 (C): -0.4155, atom 26 (C): -0.0649, atom 27 (C): -0.0832, atom 28 (H): 0.0660, atom 29 (H): 0.0728, atom 30 (H): 0.0702, atom 31 (H): 0.1105, atom 32 (H): 0.0928, atom 33 (H): 0.1057, atom 34 (H): 0.1157, atom 35 (H): 0.1148, atom 36 (H): 0.1151, atom 37 (H): 0.0869, atom 38 (H): 0.1024, atom 39 (H): 0.0944, atom 40 (H): 0.1070, atom 41 (H): 0.1024, atom 42 (H): 0.1156, atom 43 (H): 0.1182, atom 44 (H): 0.0853, atom 45 (H): 0.1371, atom 46 (H): 0.1259, atom 47 (H): 0.1515, atom 48 (H): 0.1463, atom 49 (H): 0.1282, atom 50 (H): 0.1342, atom 51 (H): 0.0914, atom 52 (H): 0.1158, atom 53 (H): 0.0779, atom 54 (H): 0.0802, atom 55 (H): 0.0788, atom 56 (H): 0.1459, atom 57 (H): 0.1443, atom 58 (H): 0.0974, atom 59 (H): 0.0812, atom 60 (H): 0.0821, atom 61 (H): 0.0835, atom 62 (H): 0.1153, atom 63 (H): 0.1439, atom 64 (H): 0.1289, atom 65 (H): 0.0736, atom 66 (H): 0.0852, atom 67 (H): 0.0938, atom 68 (H): 0.1158, atom 69 (H): 0.1221, atom 70 (H): 0.1272, atom 71 (H): 0.0758, atom 72 (H): 0.0737, atom 73 (H): 0.0741, atom 74 (H): 0.0828, atom 75 (H): 0.0750, atom 76 (H): 0.0896, atom 77 (C): -0.1191, atom 78 (C): -0.1279, atom 79 (O): 0.0520, atom 80 (C): -0.5642, atom 81 (O): 0.1817, atom 82 (O): 0.0606, atom 83 (H): 0.1303, atom 84 (H): 0.1290, atom 85 (H): 0.1323, atom 86 (H): 0.0916



Look up the calculated total energy of the second one. -3245.9612 a.u.



The lowest calculated total energy belongs to which entry? C90H104F4N16O26S4